17
Properties=species:S:1:pos:R:3 method="wB97M-V/def2-TZVPD" charge=0 e_tot_ha=-744.8916 mol_weight_g_mol=140.207 relative_energy_kj_mol=53.3
C -0.833 -2.354 0.832
C -0.129 0.172 -0.006
C 1.240 0.450 -0.295
C 1.797 1.752 -0.054
C 0.951 2.595 0.680
C -0.390 2.259 1.084
C -0.865 1.012 0.782
H -1.326 -3.302 0.594
H 0.122 -2.601 1.501
H -1.639 -1.790 1.406
H 1.686 -0.337 -0.935
H 2.663 2.235 -0.451
H 1.352 3.535 0.980
H -1.005 2.833 1.797
H -1.789 0.652 1.114
O 0.205 -1.893 -1.666
S -0.771 -1.337 -0.676

---

17
Properties=species:S:1:pos:R:3 method="wB97M-V/def2-TZVPD" charge=0 e_tot_ha=-343.0611 mol_weight_g_mol=102.137 relative_energy_kj_mol=368.5
C 1.570 0.642 -0.210
C 0.446 1.337 0.446
C -1.446 0.122 -0.700
C -1.953 -0.778 0.528
N 2.389 -0.002 0.482
N 3.475 -0.649 -0.073
O -0.849 1.344 -0.249
H -2.300 0.362 -1.256
H 1.914 0.981 -1.225
H 0.402 1.224 1.506
H 0.712 2.380 0.413
H -0.578 -0.501 -1.058
H -2.148 -1.792 0.016
H -2.913 -0.423 0.934
H -1.182 -0.774 1.268
H 3.886 -0.298 -0.937
H 4.122 -0.937 0.613

---

72
Properties=species:S:1:pos:R:3 method="wB97M-V/def2-TZVPD" spin_multiplicity=3 charge=-1 e_tot_ha=-4318.7957 s2=2.03 mol_weight_g_mol=785.452 relative_energy_kj_mol=0.0
Ti 1.851 0.574 0.612
C -0.476 0.071 4.242
C 0.396 -0.074 3.046
N 0.245 0.557 1.940
O -0.789 1.430 1.797
B -2.007 0.967 1.051
F -2.721 2.139 0.788
F -2.743 0.117 1.909
O -1.780 0.316 -0.244
N -0.677 -0.532 -0.302
C -0.256 -0.786 -1.616
C -1.142 -0.524 -2.786
C 1.022 -1.356 -1.713
N 1.777 -1.256 -0.636
O 2.914 -2.016 -0.633
B 3.850 -1.534 0.399
F 5.036 -2.176 0.260
F 3.922 -0.101 0.242
O 3.337 -1.761 1.812
N 2.264 -0.972 1.992
C 1.588 -0.980 3.077
C 1.932 -1.778 4.283
C 1.517 -2.050 -2.941
H -1.391 0.590 3.978
H 0.077 0.646 4.990
H -0.716 -0.902 4.669
H -1.912 0.196 -2.521
H -1.642 -1.448 -3.103
H -0.575 -0.138 -3.632
H 2.777 -2.426 4.066
H 1.085 -2.380 4.616
H 2.200 -1.092 5.090
H 0.712 -2.192 -3.660
H 1.945 -3.018 -2.681
H 2.307 -1.449 -3.395
O -0.366 2.928 -0.525
C -0.481 3.084 -1.855
C -1.617 3.683 -2.410
C -1.720 3.874 -3.773
C -0.690 3.475 -4.619
C 0.420 2.858 -4.074
C 0.544 2.638 -2.702
C 1.707 1.804 -2.244
O 2.475 1.305 -3.043
O 1.782 1.624 -0.952
H -1.228 2.991 -0.084
H -2.415 3.995 -1.745
H -2.610 4.341 -4.179
H -0.761 3.630 -5.688
H 1.223 2.495 -4.701
F 1.832 4.889 3.516
C 1.472 3.690 3.049
F 0.437 3.262 3.777
F 1.071 3.834 1.789
S 2.899 2.487 3.167
O 2.496 1.560 4.196
O 4.058 3.293 3.378
O 2.895 1.856 1.820
Cl -5.216 -5.047 -2.161
C -3.974 -4.109 -1.372
C -2.644 -4.421 -1.597
C -1.668 -3.667 -0.962
C -2.007 -2.615 -0.116
C -0.932 -1.760 0.498
C -3.353 -2.329 0.097
C -4.341 -3.073 -0.530
H -2.381 -5.238 -2.254
H -0.622 -3.900 -1.130
H 0.009 -2.302 0.564
H -1.216 -1.438 1.497
H -3.619 -1.507 0.749
H -5.388 -2.853 -0.372

---

16
Properties=species:S:1:pos:R:3 method="wB97M-V/def2-TZVPD" charge=+1 e_tot_ha=-342.2662 mol_weight_g_mol=101.129 relative_energy_kj_mol=239.1
C 1.974 -0.291 -0.027
C -0.249 0.274 1.172
C 0.565 0.286 -0.073
C -0.566 -0.728 0.124
N 2.917 0.597 -0.388
N -1.876 -0.732 -0.529
O 2.058 -1.452 0.279
H 0.400 -0.230 1.866
H -0.633 1.164 1.566
H 0.508 1.119 -0.845
H -0.103 -1.651 0.161
H 2.604 1.561 -0.283
H 3.839 0.398 -0.657
H -2.592 -1.194 -0.001
H -1.715 -1.171 -1.410
H -1.999 0.262 -0.554

---

6
Properties=species:S:1:pos:R:3 method="wB97M-V/def2-TZVPD" charge=0 e_tot_ha=-739.0784 mol_weight_g_mol=78.979 relative_energy_kj_mol=290.9
N -0.031 0.824 0.050
P -0.599 0.419 2.181
P -0.550 -0.354 -0.963
H -0.029 1.397 2.920
H 0.112 -1.524 -0.887
H 0.079 -0.027 -2.187

---

21
Properties=species:S:1:pos:R:3 method="wB97M-V/def2-TZVPD" charge=0 e_tot_ha=-1049.3958 mol_weight_g_mol=151.300 relative_energy_kj_mol=107.5
N -0.632 4.197 1.891
C -1.272 2.950 1.573
C -0.231 2.007 0.880
S -1.321 0.677 0.194
S -0.410 -0.414 -1.201
C 0.865 -1.578 -0.551
C 0.413 -3.014 -0.800
C 0.822 -3.407 -2.238
H -1.296 4.801 2.346
H 0.097 4.057 2.533
H -2.004 3.170 0.715
H -1.754 2.475 2.407
H 0.516 1.617 1.561
H 0.245 2.635 0.101
H 0.990 -1.290 0.493
H 1.832 -1.247 -1.144
H 0.874 -3.718 -0.111
H -0.711 -3.272 -0.653
H 0.080 -3.264 -2.962
H 1.138 -4.489 -2.471
H 1.758 -2.895 -2.563